Computed, not measured: the molecule C4H4O at a distorted geometry, with the ωB97M-V functional and the def2-TZVPD basis.

- structure (SMILES) = O=C1[C@H]2C[C@@H]12
- total charge = 0
- energy above the lowest of the compared OMol25 structures with the same formula, charge and spin (eV) = 2.492
- HOMO (eV) = -9.54
- E_LUMO (eV) = 0.77

Structure (XYZ):
```
9
Properties=species:S:1:pos:R:3:forces:R:3:mulliken_charge:R:1
O -2.3871 0.0404 -0.0570 -0.998 -0.499 -0.515 -0.504
C -1.2082 -0.0432 -0.1366 1.840 0.138 1.900 0.619
C -0.0095 -0.8830 0.2345 -0.776 2.026 -1.551 -0.514
C 0.9904 -0.0199 -0.5787 -1.394 0.487 0.813 -0.227
C -0.0422 0.8057 0.1421 -0.742 -1.200 1.573 -0.381
H 0.0483 -1.4671 1.1476 0.419 0.217 -0.241 0.276
H 2.0255 0.1970 -0.2894 -0.434 -0.671 -0.360 0.292
H 0.5997 0.0459 -1.5895 1.685 -0.480 -0.438 0.195
H -0.0169 1.3243 1.1269 0.401 -0.019 -1.181 0.243
```
Positions in Å, forces in eV/Å.